A structure of composition C26H23ClN6NbOS at a distorted geometry. Source: OMol25; level of theory: the ωB97M-V functional and the def2-TZVPD basis.

As for the charge: +3. The electronic energy is -63205.03927 eV. The value obtained for the HOMO energy is -16.458 eV.

Last column: Löwdin charge in e.
Atoms and positions in Å:
1 Nb 0.4048 -0.2546 -0.4519  1.8143
2 C 2.3700 -1.9631 4.4222  -0.0717
3 C 3.3677 -1.0076 3.7642  -0.2437
4 N 3.3975 -1.2401 2.3397  0.0625
5 C 2.3966 -0.8238 1.5418  -0.7372
6 S 0.8995 -0.0993 2.0911  0.7539
7 N 2.5537 -0.9860 0.2103  -0.0505
8 N 2.2504 0.2458 -0.5019  -0.2201
9 C 2.8513 1.4281 -0.5015  -0.1800
10 C 4.3084 1.6123 -0.6870  0.0537
11 C 1.9391 2.4939 -0.1959  -0.2022
12 C 2.3038 3.8024 0.0622  0.0788
13 C 1.3360 4.7039 0.4935  0.0236
14 C 0.0402 4.3286 0.6364  0.0267
15 C -0.3326 3.0063 0.3573  -0.0259
16 N 0.6104 2.1081 -0.0845  -0.0001
17 H 2.4246 -1.8326 5.5217  0.1066
18 H 1.3492 -1.6915 4.0685  0.0343
19 H 2.6451 -2.9656 4.1032  0.0863
20 H 3.0532 0.0433 3.8931  0.1130
21 H 4.4020 -1.0500 4.1772  0.1499
22 H 4.2318 -1.6874 1.9569  0.1804
23 H 4.5448 1.4826 -1.7640  0.1433
24 H 4.7062 2.5470 -0.3215  0.0907
25 H 4.8206 0.7148 -0.1779  0.1410
26 H 3.3616 4.0375 0.0774  0.1357
27 H 1.6404 5.6990 0.6610  0.1318
28 H -0.7377 5.0023 0.9607  0.1409
29 H -1.3888 2.6748 0.4557  0.1324
30 Cl -4.4150 3.0850 -5.1105  0.7755
31 C -3.1594 2.4926 -4.0842  -0.6172
32 C -1.8164 2.5391 -4.5454  -0.0108
33 C -0.8137 1.9520 -3.8097  0.0140
34 C -1.1108 1.2340 -2.6778  -0.2596
35 O -0.2807 0.3184 -2.1278  -0.2456
36 C -2.4397 1.3421 -2.0745  -0.1283
37 C -2.7359 0.6959 -0.8818  -0.0630
38 N -1.9366 -0.0726 -0.1463  -0.0167
39 C -2.5114 -1.3287 0.2408  -0.1858
40 C -3.8608 -1.4130 0.5406  0.0025
41 C -4.4168 -2.6570 0.6385  -0.0327
42 C -3.6847 -3.8249 0.6246  0.0122
43 C -2.3144 -3.8297 0.3242  -0.1002
44 C -1.4269 -4.9593 0.1728  0.0916
45 C -0.0847 -4.7344 -0.1020  -0.0136
46 C 0.3808 -3.4629 -0.3764  -0.0734
47 N -0.4092 -2.3320 -0.3795  -0.0631
48 C -1.6785 -2.5094 0.1442  -0.1249
49 C -3.4710 1.9801 -2.8316  0.0025
50 H -1.5924 3.1260 -5.4325  0.1371
51 H 0.2102 2.0115 -4.1541  0.1375
52 H -3.8159 0.8476 -0.5376  0.1648
53 H -4.5345 -0.6064 0.5408  0.1087
54 H -5.4625 -2.6948 0.9768  0.1436
55 H -4.1500 -4.7779 0.9737  0.1555
56 H -1.7884 -5.9938 0.2053  0.1507
57 H 0.6420 -5.5134 -0.1364  0.1232
58 H 1.4292 -3.3106 -0.6010  0.1100
59 H -4.5017 2.0675 -2.4809  0.1370